No. 1
{"formula": "C29H65AsBrClCsN5O6Si5", "method": "ωB97M-V with the def2-TZVPD basis set", "total_charge": -2, "e_homo_ev": 0.051, "e_tot_ha": -8606.6125, "species": ["Cs", "O", "Cl", "O", "O", "O", "N", "C", "C", "C", "C", "N", "C", "N", "N", "C", "O", "O", "H", "H", "H", "H", "H", "H", "H", "H", "H", "H", "H", "H", "H", "H", "C", "Si", "C", "C", "As", "Si", "C", "C", "C", "Si", "C", "C", "C", "H", "H", "H", "H", "H", "H", "H", "H", "H", "H", "H", "H", "H", "H", "H", "H", "H", "H", "H", "H", "H", "H", "H", "H", "H", "H", "H", "C", "Si", "C", "C", "C", "H", "H", "H", "H", "H", "H", "H", "H", "H", "H", "H", "Br", "C", "C", "C", "N", "C", "C", "H", "H", "H", "H", "C", "Si", "C", "C", "C", "C", "H", "H", "H", "H", "H", "H", "H", "H", "H"], "coordinates": [[0.07, 0.32, 0.49], [0.70, 0.02, 3.51], [2.04, 0.06, 3.04], [2.87, -0.71, 3.90], [2.09, -0.48, 1.72], [2.51, 1.40, 3.01], [1.77, 1.41, -1.41], [0.98, 2.42, -2.08], [1.86, 3.58, -2.58], [2.57, 4.30, -1.42], [2.64, 5.83, -1.55], [1.41, 6.48, -2.02], [0.18, 5.99, -1.62], [-0.83, 5.78, -2.51], [-0.09, 5.82, -0.30], [-0.11, 2.94, -1.11], [-1.18, 3.37, -1.61], [0.15, 2.94, 0.10], [1.92, 1.67, -0.43], [2.68, 1.30, -1.85], [0.46, 1.96, -2.94], [1.22, 4.27, -3.14], [2.59, 3.19, -3.30], [3.60, 3.95, -1.32], [2.05, 4.03, -0.50], [3.41, 6.14, -2.26], [2.90, 6.27, -0.57], [1.43, 6.63, -3.02], [-0.55, 5.81, -3.48], [-1.28, 4.85, -2.28], [0.71, 5.68, 0.29], [-0.80, 5.11, -0.14], [4.53, -2.68, -4.02], [3.03, -1.67, -3.31], [1.55, -2.43, -4.27], [3.35, 0.05, -4.13], [2.55, -1.52, -1.00], [2.79, -3.83, -0.63], [4.55, -4.67, -0.66], [2.11, -4.09, 1.13], [1.82, -5.02, -1.80], [4.70, -0.89, -0.19], [6.27, -1.13, -1.31], [5.20, -1.70, 1.47], [4.80, 0.99, 0.22], [4.37, -2.94, -5.07], [4.68, -3.61, -3.48], [5.46, -2.12, -3.97], [1.27, -1.83, -5.13], [0.69, -2.50, -3.61], [1.77, -3.44, -4.62], [3.72, -0.05, -5.14], [4.08, 0.63, -3.57], [2.42, 0.62, -4.18], [5.32, -4.01, -0.29], [4.83, -4.97, -1.67], [4.56, -5.57, -0.05], [2.52, -4.95, 1.66], [1.03, -4.19, 1.10], [2.33, -3.20, 1.71], [2.28, -5.09, -2.78], [0.81, -4.65, -1.92], [1.76, -6.03, -1.39], [6.39, -2.18, -1.58], [7.19, -0.81, -0.84], [6.16, -0.57, -2.24], [5.04, -2.77, 1.46], [4.58, -1.30, 2.27], [6.24, -1.52, 1.75], [4.75, 1.63, -0.66], [5.72, 1.25, 0.75], [3.98, 1.25, 0.88], [-2.61, 1.78, -5.89], [-1.19, 0.51, -5.66], [-1.77, -1.10, -6.57], [0.25, 1.15, -6.78], [-0.74, 0.42, -3.90], [-2.89, 1.94, -6.93], [-2.34, 2.74, -5.47], [-3.50, 1.44, -5.36], [-2.27, -0.91, -7.51], [-2.46, -1.65, -5.93], [-0.92, -1.75, -6.76], [-0.01, 1.13, -7.84], [1.13, 0.53, -6.66], [0.53, 2.17, -6.53], [0.08, -0.19, -3.54], [-1.51, 0.57, -3.15], [-6.84, -0.50, 4.65], [-5.38, -0.31, 3.44], [-5.28, 0.83, 2.65], [-4.22, 0.91, 1.77], [-3.30, -0.05, 1.64], [-3.41, -1.13, 2.40], [-4.43, -1.32, 3.32], [-6.02, 1.62, 2.71], [-4.09, 1.76, 1.12], [-2.65, -1.88, 2.26], [-4.51, -2.22, 3.91], [-2.30, -5.49, -2.85], [-2.49, -4.27, -1.36], [-4.21, -3.44, -1.59], [-2.66, -5.42, 0.18], [-1.10, -3.08, -1.24], [-0.14, -2.31, -1.23], [-3.11, -6.21, -2.93], [-1.37, -6.04, -2.76], [-2.26, -4.93, -3.78], [-5.02, -4.15, -1.70], [-4.20, -2.80, -2.47], [-4.44, -2.81, -0.73], [-3.37, -6.23, 0.03], [-2.98, -4.85, 1.05], [-1.70, -5.87, 0.42]]}

***

No. 2
{"formula": "C28H24AsN3O4S2Ti", "method": "ωB97M-V with the def2-TZVPD basis set", "total_charge": 2, "e_homo_ev": -13.787, "e_tot_ha": -5427.8229, "species": ["Ti", "O", "C", "O", "C", "C", "C", "C", "C", "N", "C", "O", "O", "H", "H", "H", "H", "S", "C", "C", "C", "C", "C", "C", "As", "C", "C", "C", "C", "C", "C", "C", "C", "C", "C", "C", "C", "H", "H", "H", "H", "H", "H", "H", "H", "H", "H", "H", "H", "H", "H", "S", "C", "N", "C", "C", "N", "H", "H", "H", "H", "H", "H"], "coordinates": [[-0.76, -0.35, 0.45], [1.52, -2.66, -1.87], [1.26, -1.57, -1.10], [0.42, -1.74, -0.05], [0.76, -0.43, -1.97], [1.31, 0.16, -3.10], [0.56, 1.16, -3.71], [-0.67, 1.57, -3.21], [-1.12, 0.96, -2.06], [-0.40, -0.01, -1.49], [-2.31, 1.29, -1.15], [-3.14, 2.11, -1.39], [-2.22, 0.54, -0.05], [1.48, -3.49, -1.38], [2.27, -0.15, -3.47], [0.96, 1.64, -4.60], [-1.25, 2.35, -3.68], [0.52, 1.56, 0.69], [-0.04, 1.98, 2.32], [-0.57, 3.24, 2.57], [-0.91, 3.59, 3.87], [-0.73, 2.69, 4.91], [-0.23, 1.42, 4.66], [0.11, 1.06, 3.37], [0.60, -0.72, 2.77], [-1.26, -1.34, 2.46], [-2.38, -0.51, 2.61], [-3.64, -0.97, 2.25], [-3.81, -2.25, 1.75], [-2.71, -3.09, 1.61], [-1.45, -2.64, 1.95], [1.15, -1.60, 4.44], [0.54, -2.67, 5.07], [1.16, -3.25, 6.17], [2.38, -2.77, 6.63], [2.99, -1.69, 6.00], [2.39, -1.12, 4.89], [-0.69, 3.95, 1.76], [-1.33, 4.57, 4.07], [-0.99, 2.98, 5.92], [-0.10, 0.71, 5.47], [-2.29, 0.46, 3.07], [-4.50, -0.32, 2.39], [-4.80, -2.60, 1.48], [-2.85, -4.11, 1.27], [-0.60, -3.32, 1.90], [-0.42, -3.04, 4.73], [0.69, -4.08, 6.68], [2.85, -3.23, 7.49], [3.93, -1.30, 6.37], [2.85, -0.28, 4.38], [3.00, -0.89, -0.40], [3.47, -2.12, 0.71], [2.73, -3.13, 1.15], [3.47, -3.99, 2.09], [4.84, -3.28, 2.18], [4.68, -2.17, 1.23], [1.73, -3.16, 1.03], [3.55, -5.00, 1.70], [2.98, -4.02, 3.06], [5.66, -3.93, 1.88], [5.04, -2.89, 3.18], [5.42, -1.53, 1.00]]}

***

No. 3
{"formula": "C22H25CoN4", "method": "ωB97M-V with the def2-TZVPD basis set", "total_charge": 1, "spin_multiplicity": 2, "s_squared": 0.808, "e_homo_ev": [-10.175, -11.069], "e_tot_ha": -2454.8932, "species": ["Co", "C", "C", "C", "C", "C", "C", "C", "C", "C", "C", "H", "H", "H", "H", "H", "H", "H", "H", "H", "H", "H", "H", "H", "H", "H", "C", "C", "C", "C", "C", "C", "N", "N", "C", "C", "C", "C", "C", "N", "H", "H", "H", "H", "H", "H", "H", "H", "H", "N", "C", "H"], "coordinates": [[-0.20, 0.65, 0.10], [-2.20, 0.95, -0.50], [-1.78, -0.25, -1.09], [-1.39, -1.12, -0.02], [-1.76, -0.51, 1.23], [-2.19, 0.78, 0.96], [-2.73, 1.81, 1.91], [-1.65, -1.20, 2.55], [-0.89, -2.53, -0.17], [-1.82, -0.61, -2.54], [-2.76, 2.15, -1.20], [-3.78, 2.01, 1.71], [-2.20, 2.76, 1.84], [-2.66, 1.47, 2.94], [-2.41, -1.99, 2.62], [-1.82, -0.52, 3.38], [-0.68, -1.68, 2.69], [0.19, -2.61, -0.04], [-1.13, -2.92, -1.15], [-1.35, -3.18, 0.57], [-2.76, -1.12, -2.78], [-1.00, -1.27, -2.83], [-1.76, 0.27, -3.18], [-3.84, 2.07, -1.27], [-2.36, 2.25, -2.21], [-2.53, 3.07, -0.65], [2.43, -1.27, -4.37], [1.59, -0.20, -4.10], [1.29, 0.12, -2.78], [1.86, -0.62, -1.76], [2.70, -1.69, -2.01], [2.98, -2.02, -3.33], [1.54, -0.22, -0.41], [2.39, -0.55, 0.43], [2.08, -0.14, 1.77], [3.02, -0.44, 2.75], [2.74, -0.01, 4.04], [1.56, 0.68, 4.28], [0.69, 0.91, 3.23], [0.94, 0.50, 1.99], [2.66, -1.54, -5.39], [1.17, 0.37, -4.90], [0.63, 0.94, -2.54], [3.12, -2.26, -1.20], [3.62, -2.86, -3.55], [3.92, -0.97, 2.49], [3.43, -0.22, 4.84], [1.31, 1.03, 5.27], [-0.24, 1.45, 3.37], [0.68, 3.49, -0.34], [0.35, 2.40, -0.17], [0.98, 4.43, -0.49]]}

***

Computed energy relative to the best compared isomer or geometry (same formula, charge and spin) (eV) in order:
4.936; 2.507; 0.000